#a
# C5H11NO2

A structure of composition C5H11NO2 (ωB97M-V/def2-TZVPD, the OMol25 dataset).

Each line ends with the natural charge from an NBO analysis.
Positions of all 19 atoms, in Å:
H 2.38668 -0.68238 1.74326  0.2127
C 0.90404 -0.12934 0.29153  -0.4090
H -0.27653 -0.94941 -0.02482  0.4087
H 1.25679 0.55837 2.31096  0.2165
H -2.92108 0.88802 0.21332  0.2075
N -1.23568 -0.15209 -0.49216  -0.2440
H 2.19653 -1.57029 -0.68287  0.2099
H -2.21550 -0.28513 1.34078  0.2219
C -0.15651 0.80982 0.03249  0.6410
C 1.81829 0.20204 1.44661  -0.6098
O -0.44388 1.93172 0.37628  -0.5700
H 0.97934 -0.89382 -1.77730  0.2204
H 2.36661 0.07451 -1.29335  0.1989
H -3.15625 -0.86187 -0.07232  0.2200
H -1.67108 0.90090 -2.05333  0.4623
C 1.64087 -0.66658 -0.93953  -0.6024
O -1.54540 -0.05066 -1.89191  -0.5597
H 2.54267 0.97915 1.17555  0.2044
C -2.46991 -0.10296 0.29681  -0.4293

Lowest unoccupied orbital energy   0.68 eV
Gap between HOMO and LUMO   0.3197 hartree
HOMO level   -8.0 eV

#b
# C5H11NO2

An isolated molecule of C5H11NO2 (ωB97M-V/def2-TZVPD, the OMol25 dataset).

Each line ends with the natural charge from an NBO analysis.
Positions of all 19 atoms, in Å:
C 1.94664 -1.25908 -0.65365  -0.6957
H -1.62152 -3.40101 1.41720  0.1895
H -1.37035 1.32222 -0.49443  0.1849
H 1.90409 -2.20859 -0.09510  0.2402
H -1.08849 3.48674 -1.00479  0.2103
C -0.39915 1.71597 -0.26254  -0.0721
H 0.35610 2.82119 -1.93496  0.2249
H 2.87700 -0.79744 -0.31711  0.2300
C -0.11600 3.02783 -0.89683  -0.6270
N -0.24906 -0.85858 0.36448  -0.2625
H 1.83944 -1.42452 -1.78743  0.2338
H -1.46527 -2.21536 2.64463  0.1770
H -2.37793 -1.71092 1.14654  0.2031
O 0.64322 0.87793 -0.76834  -0.5048
O -0.25989 -2.14921 0.88747  -0.3991
C -1.56605 -2.30359 1.55195  -0.2518
H -0.33070 1.78806 0.80774  0.1833
C 0.70334 -0.39525 -0.29002  0.5237
H 0.57456 3.68363 -0.31482  0.2124

SMILES   CCO/C(C)=N/OC
Lowest unoccupied orbital energy   1.04 eV
Gap between HOMO and LUMO   0.3631 hartree
HOMO level   -8.8 eV

#c
# C5H11NO2

An isolated molecule of C5H11NO2 (ωB97M-V/def2-TZVPD, the OMol25 dataset).

Each line ends with the natural charge from an NBO analysis.
Positions of all 19 atoms, in Å:
O 3.01562 0.74343 1.73266  -0.7438
H 0.10290 -0.88649 -2.70406  0.2024
H -0.14520 -0.52062 1.74614  0.4038
H 1.10570 0.38489 -0.83625  0.2046
C -1.44928 -0.32189 0.03461  0.7040
H 1.16892 1.80157 1.61013  0.1891
H -0.86888 1.01514 -1.70313  0.2124
C -1.51186 0.17533 -1.49871  -0.4990
C 1.84164 1.22946 0.97792  -0.0676
H -2.61209 0.51587 -1.68531  0.2394
H -1.70462 -0.82617 -3.35514  0.2216
H 1.70728 -0.75821 0.17299  0.1807
C 1.11330 0.05061 0.19732  -0.2392
C -1.05667 -0.93641 -2.49990  -0.6168
H 2.24669 1.90002 0.24574  0.1668
H 3.36549 -0.16614 1.40880  0.4711
O -2.44975 -0.62187 0.60538  -0.5900
H -1.15181 -1.99226 -2.16775  0.2193
N -0.19487 -0.37467 0.75659  -0.6589

SMILES   CCC(=O)NCCO
Lowest unoccupied orbital energy   0.72 eV
Gap between HOMO and LUMO   0.3788 hartree
HOMO level   -9.6 eV

#d
# C5H11NO2

A cluster of 2 separate species, C5H11NO2 in total (ωB97M-V/def2-TZVPD, the OMol25 dataset).

Each line ends with the natural charge from an NBO analysis.
Positions of all 19 atoms, in Å:
H -3.05401 1.39548 -0.41587  0.2063
O 0.11272 -1.94235 -2.06860  -0.6085
H 0.10096 -1.33698 1.03472  0.1996
H -0.25731 0.42983 -2.27176  0.5125
H -1.66408 2.25182 0.45011  0.1855
H 2.48647 -0.38780 -0.67650  0.4119
H 2.50016 -2.07414 -1.12317  0.4100
H -1.77318 -0.62989 -0.61612  0.1912
C 0.78263 -1.09887 -1.53203  0.8887
H 0.77460 0.62025 2.73539  0.2095
O 0.32710 0.28229 -1.49730  -0.7185
H -1.16582 -0.51498 1.93250  0.2160
H 0.27815 1.69441 1.43434  0.2120
C -0.38549 -0.36714 1.18146  -0.4213
C -1.31149 0.23144 -0.13974  -0.1042
H 1.58565 0.56119 1.16105  0.1835
C 0.61361 0.67564 1.65376  -0.6125
N 2.08090 -1.15837 -1.18409  -0.8277
C -2.03156 1.36819 -0.05815  -0.5341

SMILES   NC(=O)O.C=CCC
Lowest unoccupied orbital energy   0.70 eV
Gap between HOMO and LUMO   0.3332 hartree
HOMO level   -8.4 eV

Stability verdict: #c, ahead by 0.0201 hartree

#a
# C5H11NO2

A structure of composition C5H11NO2 (ωB97M-V/def2-TZVPD, the OMol25 dataset).

Each line ends with the natural charge from an NBO analysis.
Positions of all 19 atoms, in Å:
C 1.52512 0.28708 1.44492  -0.3987
H -1.93245 -0.85902 -1.30798  0.2341
H 1.98640 -2.87084 0.19854  0.4436
C -0.88842 0.50728 0.01060  0.0327
H -2.97228 0.18957 -0.34735  0.2320
H 1.20473 1.33099 1.41669  0.1908
H 2.55953 0.23481 1.11278  0.2468
O 2.27344 -1.95390 0.33927  -1.0124
O 0.47432 -1.51313 -1.55601  -0.5168
C 0.81692 -1.05033 -0.52535  0.9607
H -0.36079 1.06733 -2.01086  0.2306
H 0.35112 2.10595 -0.75918  0.2233
H 1.45563 -0.10117 2.45804  0.2222
C -0.53487 1.52906 -1.03552  -0.6731
H -1.36283 2.24081 -1.15801  0.2366
H -1.01152 0.95423 0.99554  0.1975
H -2.18048 -1.17559 0.42808  0.2334
C -2.04322 -0.39641 -0.32475  -0.6695
N 0.63967 -0.52672 0.62055  -0.4138

Lowest unoccupied orbital energy   0.68 eV
Gap between HOMO and LUMO   0.3382 hartree
HOMO level   -8.5 eV

#b
# C5H11NO2

A cluster of 2 separate species, C5H11NO2 in total (ωB97M-V/def2-TZVPD, the OMol25 dataset).

Each line ends with the natural charge from an NBO analysis.
Positions of all 19 atoms, in Å:
H -2.02582 -2.06321 -0.25361  0.1797
H -0.29496 -1.86287 3.25044  0.2166
C -1.36709 -1.22271 -0.49602  -0.2643
H -0.40945 -2.59665 1.55796  0.2062
H -1.71232 -0.78237 -1.43603  0.2049
H 1.98396 -0.16717 -0.12224  0.2413
H 0.08748 2.75090 -0.68789  0.3928
C 1.88327 0.90691 -0.30285  -0.7137
O 1.08209 0.37128 -2.50623  -0.6255
H -0.30931 2.39384 -2.33287  0.4008
C 1.06198 1.12618 -1.54088  0.6735
H -0.33723 -1.56532 -0.63866  0.1870
H 1.40412 1.35796 0.57073  0.2134
O -1.43724 -0.21679 0.51182  -0.5110
N 0.31113 2.26337 -1.54449  -0.8244
C -0.56001 -1.74092 2.20478  -0.5548
C -1.04687 -0.57301 1.77092  0.1530
H -1.18592 0.27006 2.43975  0.1839
H 2.87219 1.35051 -0.44460  0.2407

SMILES   CC(N)=O.C=COC
Lowest unoccupied orbital energy   0.83 eV
Gap between HOMO and LUMO   0.3659 hartree
HOMO level   -9.1 eV

#c
# C5H11NO2

A cluster of 2 separate species, C5H11NO2 in total (ωB97M-V/def2-TZVPD, the OMol25 dataset).

Each line ends with the natural charge from an NBO analysis.
Positions of all 19 atoms, in Å:
H -0.81596 -2.30962 2.65428  0.1972
H 0.51740 -0.06596 -0.76076  0.2115
O -0.92199 2.11263 -2.12186  -0.5078
H -1.49517 0.84538 0.93373  0.2268
H 3.35147 1.66457 -0.72148  0.4640
C -1.14915 -1.64316 1.94068  -0.4692
C -0.91785 1.02128 -0.00965  -0.5243
O 3.15970 1.82301 -1.69505  -0.9234
H 1.47917 -1.70899 -0.15236  0.3661
H -1.91821 -1.30873 2.20839  0.1666
C -0.25670 -1.22944 0.98041  0.2336
H 1.32242 -2.90958 0.97269  0.3832
H 2.25993 1.67056 -1.72652  0.4607
H -0.96884 -1.07516 -0.95282  0.2408
H -0.14231 1.70592 0.21021  0.2284
C -1.55105 1.66298 -1.22936  0.4654
C -0.42204 -0.33045 -0.20781  -0.4604
H -2.63095 2.03017 -1.05591  0.1003
N 1.10011 -1.95541 0.73317  -0.8596

SMILES   C=C(N)CCC=O.O
Lowest unoccupied orbital energy   0.50 eV
Gap between HOMO and LUMO   0.3392 hartree
HOMO level   -8.7 eV

#d
# C5H11NO2

A structure of composition C5H11NO2 (ωB97M-V/def2-TZVPD, the OMol25 dataset).

Each line ends with the natural charge from an NBO analysis.
Positions of all 19 atoms, in Å:
H -0.47337 0.77510 3.04082  0.2211
C -0.49893 1.33993 -1.29110  -0.2651
O 0.61048 -1.40678 0.46753  -0.4896
H 0.02136 -3.12103 -1.38067  0.2266
C -0.71123 0.26002 2.11999  -0.5823
H -1.40705 -2.26541 -0.75076  0.2112
H 1.29924 2.09214 1.08234  0.2223
C -0.51186 -2.16710 -1.36593  -0.4688
H -0.78507 2.23928 -0.74101  0.2012
H -0.75802 -1.88223 -2.38866  0.2007
N 0.40760 -1.17289 -0.81053  0.1596
H 0.52569 1.43419 -1.66001  0.1836
H -1.18336 1.20815 -2.13152  0.1961
C 1.45880 1.01352 1.04073  -0.7040
H -1.61921 -0.31958 2.06681  0.2259
O -0.62373 0.22786 -0.42031  -0.4735
H 1.98084 0.76220 0.11944  0.2423
H 2.09632 0.71563 1.87387  0.2449
C 0.17151 0.26700 1.12897  0.4478

Lowest unoccupied orbital energy (spin up / spin down)   0.60 / 0.60 eV
Gap between HOMO and LUMO (spin up / spin down)   0.3299 / 0.3298 hartree
HOMO level (spin up / spin down)   -8.4 / -8.4 eV

Stability verdict: #b, ahead by 0.1068 hartree

#a
# C5H11NO2

A cluster of 2 separate species, C5H11NO2 in total (ωB97M-V/def2-TZVPD, the OMol25 dataset).

Each line ends with the natural charge from an NBO analysis.
Positions of all 19 atoms, in Å:
C -0.52236 1.10014 0.46500  -0.4419
H 1.81096 0.29818 -0.95890  0.1986
C 0.02091 -0.25615 0.06777  0.1936
C 0.59242 2.09773 0.87439  -0.5318
H -1.91774 -4.32343 -0.24345  0.4693
N -0.79155 -1.33127 0.45633  -0.8382
C 1.09954 2.95121 -0.24436  0.4415
H -1.04472 -2.00657 -0.24961  0.3987
H -1.01434 1.50936 -0.40337  0.2217
H -1.24147 0.99204 1.26911  0.2103
C 1.15985 -0.47837 -0.57208  -0.5127
H -1.57879 -1.09314 1.03450  0.3655
O -1.62353 -4.19001 -1.16267  -0.9381
H 1.42719 1.53186 1.29705  0.2529
O 2.00713 3.73337 -0.12840  -0.5133
H 1.47809 -1.47654 -0.85467  0.2025
H 0.60751 2.83592 -1.23295  0.1033
H -0.73024 -4.59248 -1.14047  0.4732
H 0.26114 2.69815 1.72678  0.2450

SMILES   C=C(N)CCC=O.O
Lowest unoccupied orbital energy   0.66 eV
Gap between HOMO and LUMO   0.3354 hartree
HOMO level   -8.5 eV

#b
# C5H11NO2

An isolated molecule of C5H11NO2 (ωB97M-V/def2-TZVPD, the OMol25 dataset).

Each line ends with the natural charge from an NBO analysis.
Positions of all 19 atoms, in Å:
H 2.48804 2.63387 0.19502  0.2028
H -2.63882 0.72476 0.76261  0.4663
H 2.06753 1.58782 1.65658  0.1897
C -1.91818 -0.67350 -0.42951  -0.0756
H 2.81153 0.92220 0.21823  0.1909
H 0.02827 1.68359 0.56411  0.3644
O 0.70367 -2.14767 0.30820  -0.5301
N 0.79626 1.43454 -0.04035  -0.6341
O -2.03183 -0.01581 0.85433  -0.7407
H 1.26558 -0.11405 -1.38472  0.2150
H -0.79416 -0.18716 -2.28496  0.2210
C 0.70941 -0.95538 0.47054  0.4425
C -0.86825 0.11058 -1.23638  -0.4119
H -1.37468 1.07471 -1.19803  0.2107
H 0.89055 -0.52496 1.47009  0.1043
C 2.11197 1.68541 0.57972  -0.4244
H -1.61353 -1.65818 -0.14913  0.2021
H -2.84153 -0.59262 -1.00840  0.1716
C 0.54178 0.12583 -0.60816  -0.1646

SMILES   CN[C@@H](C=O)CCO
Lowest unoccupied orbital energy   0.75 eV
Gap between HOMO and LUMO   0.3464 hartree
HOMO level   -8.7 eV

Stability verdict: #a, ahead by 0.0136 hartree